Entry from the OMol25 dataset: an isolated molecule of C7H13NO in a non-equilibrium geometry (ωB97M-V/def2-TZVPD).

Element x y z (Å)
C -0.42674 -0.59639 0.29383
C 0.15658 0.43677 -0.92074
C 1.74593 -0.69320 1.22472
C -1.53953 -1.52671 -0.14680
C -0.86573 1.57552 -1.06488
N 0.34149 -0.34373 -2.13181
O 0.60112 -1.39816 0.79100
C 1.49062 0.27348 2.27451
C 1.22566 1.12984 3.07373
H -0.75990 0.09676 1.07907
H 1.11077 0.94890 -0.75021
H 0.70308 0.23830 -2.87904
H -0.54043 -0.72980 -2.45111
H 2.45182 -1.45658 1.56428
H 2.04592 -0.10693 0.27233
H -1.14083 -2.26105 -0.84186
H -1.93574 -2.06282 0.71612
H -2.34977 -0.96780 -0.60907
H -1.86196 1.18773 -1.27376
H -0.90696 2.16624 -0.15186
H -0.58407 2.23833 -1.88275
H 1.03867 1.85131 3.81431

Calculated values
**E_HOMO**: -9.144 eV
**Energy above the lowest of the compared OMol25 structures with the same formula, charge and spin**: 3.205 eV
**Frontier orbital gap**: 10.14 eV
**Total charge**: 0
**SMILES**: C#CCO[C@H](C)[C@H](C)N